1.
9
Properties=species:S:1:pos:R:3:mulliken_charge:R:1 method="wB97M-V/def2-TZVPD" largest_force_ev_per_a=3.42 homo_lumo_gap_ev=11.6 e_homo_ev=-15.52 charge=+1 e_above_lowest_kcal_mol=0.00 spin_multiplicity=1
C 0.12 -0.70 0.26 -0.384
C -0.99 -0.15 -0.55 -0.028
N 0.02 0.74 0.13 -0.198
Br -2.84 0.00 0.03 0.028
H 0.00 -1.06 1.19 0.333
H 1.01 -1.13 -0.17 0.295
H -0.82 -0.22 -1.65 0.353
H -0.13 1.24 1.01 0.306
H 0.89 1.11 -0.18 0.295

2.
10
Properties=species:S:1:pos:R:3:mulliken_charge:R:1 method="wB97M-V/def2-TZVPD" largest_force_ev_per_a=4.11 homo_lumo_gap_ev=10.0 e_homo_ev=-14.64 charge=+1 e_above_lowest_kcal_mol=43.95 spin_multiplicity=1
C -0.21 -0.05 1.53 0.480
C 0.87 0.00 -0.37 -0.660
N -0.43 0.01 -1.01 -0.367
O -1.36 -0.28 1.34 -0.396
Br 0.82 0.40 2.99 0.122
H 1.37 -0.92 -0.47 0.340
H 1.49 0.80 -0.61 0.353
H -0.84 0.93 -1.18 0.342
H -1.13 -0.49 -0.28 0.423
H -0.58 -0.41 -1.95 0.363

3.
10
Properties=species:S:1:pos:R:3:mulliken_spin:R:1 method="wB97M-V/def2-TZVPD" largest_force_ev_per_a=7.40 s_squared=2.01 homo_lumo_gap_ev="7.5 / 5.3" e_homo_ev="-11.61 / -14.99" charge=+1 e_above_lowest_kcal_mol=63.58 spin_multiplicity=3
C -0.74 1.11 -0.19 0.553
C -1.10 -0.23 -0.45 0.050
N -0.54 -0.34 0.84 0.732
O -0.36 2.14 0.08 0.560
Br 2.67 -0.10 -0.26 0.003
H -0.55 -0.79 -1.09 0.049
H -2.20 -0.45 -0.64 0.073
H 0.27 -0.83 1.05 -0.006
H -1.21 -0.38 1.66 -0.015
H 3.78 -0.13 -1.00 0.000

4.
10
Properties=species:S:1:pos:R:3:mulliken_charge:R:1 method="wB97M-V/def2-TZVPD" largest_force_ev_per_a=3.73 homo_lumo_gap_ev=8.9 e_homo_ev=-9.26 charge=0 e_above_lowest_kcal_mol=64.17 spin_multiplicity=1
C 0.69 -0.23 1.23 -0.534
C -0.02 0.78 1.62 -0.129
N -0.18 -0.86 -1.60 -0.481
P -1.73 -1.03 -1.69 0.158
Br -1.93 1.00 1.46 -0.132
H 1.72 -0.55 1.57 0.236
H 0.24 0.17 -1.48 0.286
H 0.25 -0.91 0.47 0.242
H 0.30 1.45 2.47 0.300
H -1.61 -2.42 -1.89 0.054

5.
10
Properties=species:S:1:pos:R:3:mulliken_charge:R:1 method="wB97M-V/def2-TZVPD" largest_force_ev_per_a=4.68 homo_lumo_gap_ev=9.5 e_homo_ev=-8.84 charge=0 e_above_lowest_kcal_mol=14.66 spin_multiplicity=1
C -1.75 0.16 -0.14 -0.868
C -0.39 0.51 -0.21 0.048
N 0.60 -0.25 0.01 -0.142
P 1.95 -1.10 0.01 -0.073
Br 3.65 0.31 -0.08 -0.234
H -1.78 -0.77 0.56 0.249
H -2.37 0.99 0.25 0.306
H -2.03 -0.09 -1.15 0.242
H -0.06 1.42 -0.66 0.396
H 2.18 -1.19 1.41 0.076

6.
9
Properties=species:S:1:pos:R:3:mulliken_charge:R:1 method="wB97M-V/def2-TZVPD" largest_force_ev_per_a=3.26 homo_lumo_gap_ev=10.3 e_homo_ev=-9.54 charge=0 e_above_lowest_kcal_mol=25.28 spin_multiplicity=1
C 0.74 -0.37 -0.18 -0.392
C 1.89 -0.70 0.44 -0.227
O -2.57 1.21 -0.34 -0.624
Br 3.49 0.22 -0.26 -0.177
H 0.59 0.02 -1.23 0.273
H -0.16 -0.84 0.33 0.146
H -3.09 1.29 0.46 0.314
H 1.94 -1.17 1.40 0.378
H -2.82 0.34 -0.61 0.308